No. 1
Formula: C27H25N9O2RuS
Source: the Open Molecules 2025 dataset
Level of theory: wB97M-V/def2-TZVPD

Calculated values
Orbital gap (spin up / spin down) ... 7.811 / 6.551 eV
Net charge ... +1
Expectation value of S² ... 8.759
HOMO (spin up / spin down) ... -10.79 / -11.00 eV
Multiplicity ... 6
LUMO (spin up / spin down) ... -3.0 / -4.4 eV

XYZ file:
```
65
Properties=species:S:1:pos:R:3:mulliken_charge:R:1
Ru 0.68 -0.11 0.28 1.05
C 4.67 1.50 -0.77 -1.15
C 5.54 1.10 0.26 -0.14
C 5.00 0.48 1.40 -0.73
C 3.62 0.30 1.55 0.27
N 2.83 0.60 0.50 0.20
C 3.34 1.19 -0.61 -0.15
N 3.12 -0.06 2.81 -0.49
C 1.97 -0.59 3.03 0.11
N 0.96 -0.94 2.16 -0.46
C -0.11 -1.47 2.92 0.27
N -1.24 -1.94 2.56 -0.47
C -1.71 -2.13 1.23 0.19
C -2.76 -3.05 1.09 -0.84
C -3.30 -3.19 -0.15 -0.24
C -2.80 -2.45 -1.28 -1.15
C -1.73 -1.66 -1.06 -0.29
N -1.20 -1.50 0.18 0.55
C 0.21 -1.26 4.34 0.29
C -0.50 -1.71 5.48 -0.45
C 0.09 -1.48 6.77 -0.60
C 1.39 -1.03 6.84 -0.58
C 2.14 -0.77 5.66 -0.11
C 1.51 -0.84 4.44 0.50
H 5.02 2.10 -1.60 0.42
H 6.62 1.32 0.23 0.38
H 5.66 0.27 2.20 0.49
H 2.64 1.36 -1.40 0.60
H -3.21 -3.47 1.91 0.60
H -4.15 -3.86 -0.30 0.39
H -3.25 -2.57 -2.26 0.50
H -1.32 -1.11 -1.88 0.53
H -1.45 -2.18 5.38 0.49
H -0.49 -1.71 7.66 0.42
H 1.78 -0.89 7.85 0.37
H 3.19 -0.47 5.69 0.48
C 0.40 0.22 -6.58 -0.90
N 0.81 -0.09 -5.20 0.07
C 1.64 -1.09 -4.91 0.14
C 1.90 -1.42 -3.63 -1.33
C 1.20 -0.73 -2.64 0.94
O 1.23 -1.17 -1.39 -0.86
N 0.36 0.25 -2.88 -0.31
C 0.07 0.58 -4.21 0.03
O -0.85 1.36 -4.49 -0.67
H 0.41 1.30 -6.69 0.30
H -0.64 -0.02 -6.66 0.33
H 1.02 -0.33 -7.35 0.30
H 2.11 -1.60 -5.74 0.38
H 2.62 -2.25 -3.43 0.44
C -3.45 3.10 1.43 -0.90
N -3.02 2.70 0.10 -0.01
C -3.90 2.82 -1.07 -0.65
C -3.18 1.99 -2.19 -0.49
N -1.89 1.79 -1.54 0.40
C -1.87 2.14 -0.26 0.67
S -0.53 2.08 0.82 -0.48
H -4.46 2.67 1.56 0.30
H -3.47 4.16 1.49 0.34
H -2.71 2.74 2.15 0.29
H -4.03 3.83 -1.39 0.36
H -4.79 2.28 -0.81 0.40
H -3.02 2.51 -3.12 0.30
H -3.68 1.02 -2.42 0.23
H -1.04 1.36 -2.04 0.12
```



No. 2
Formula: C27H26Br2N8S2Ti
Source: the Open Molecules 2025 dataset
Level of theory: wB97M-V/def2-TZVPD

Calculated values
Orbital gap (spin up / spin down) ... 6.254 / 8.245 eV
Net charge ... +2
Expectation value of S² ... 2.013
HOMO (spin up / spin down) ... -11.94 / -14.20 eV
Multiplicity ... 3
LUMO (spin up / spin down) ... -5.7 / -6.0 eV

XYZ file:
```
66
Properties=species:S:1:pos:R:3:mulliken_charge:R:1
Ti -0.15 -0.95 -0.71 0.45
Br -6.65 0.65 -0.26 -0.08
C -4.85 0.29 -0.44 -0.45
C -3.91 1.28 -0.19 -0.87
C -2.58 0.95 -0.30 -0.53
N -2.13 -0.28 -0.65 0.64
C -3.07 -1.21 -0.93 0.46
C -4.42 -0.96 -0.82 -0.62
C -2.55 -2.54 -1.40 0.65
C -3.38 -3.58 -1.75 -0.65
C -2.83 -4.77 -2.18 -0.29
Br -3.92 -6.18 -2.64 -0.08
C -1.46 -4.89 -2.28 -0.81
C -0.69 -3.81 -1.93 -0.36
N -1.21 -2.64 -1.49 0.53
H -4.21 2.28 0.08 0.52
H -1.83 1.69 -0.09 0.49
H -5.15 -1.73 -1.04 0.50
H -4.46 -3.48 -1.70 0.54
H -0.99 -5.81 -2.62 0.47
H 0.39 -3.86 -1.99 0.42
N -2.29 -2.90 1.98 -0.28
C -1.49 -1.86 2.23 0.43
S 0.11 -1.84 1.56 -0.40
N -2.00 -0.87 2.96 -0.18
C -1.35 0.33 3.41 0.31
C -2.08 1.50 3.34 -0.29
C -1.52 2.69 3.80 -0.74
C -0.23 2.69 4.32 -0.62
C 0.48 1.49 4.41 -0.67
C -0.08 0.30 3.96 -0.32
H -1.87 -3.70 1.52 0.28
H -3.16 -3.04 2.46 0.20
H -2.98 -0.94 3.21 0.30
H -3.09 1.49 2.94 0.45
H -2.09 3.61 3.76 0.43
H 0.20 3.61 4.70 0.48
H 1.47 1.48 4.86 0.44
H 0.45 -0.63 4.08 0.58
S 1.96 -1.67 -1.85 -0.62
C 3.26 -0.52 -1.61 0.14
N 3.74 0.14 -2.65 -0.04
C 4.92 1.04 -2.59 -0.58
C 5.80 0.60 -1.45 -0.68
C 4.98 0.54 -0.18 -0.55
N 3.79 -0.31 -0.42 0.02
H 3.35 -0.10 -3.55 0.28
H 4.57 2.07 -2.44 0.25
H 5.43 1.00 -3.55 0.43
H 6.64 1.29 -1.33 0.36
H 6.21 -0.39 -1.66 0.32
H 4.66 1.53 0.12 0.25
H 5.54 0.10 0.65 0.42
H 3.46 -0.92 0.31 0.24
N 1.10 4.25 -4.13 -0.40
C 1.07 3.70 -3.12 -0.41
C 1.06 3.00 -1.85 0.11
C 1.45 3.61 -0.68 -0.18
C 1.44 2.88 0.49 -0.98
C 1.03 1.56 0.45 -0.62
N 0.63 0.97 -0.69 1.00
C 0.65 1.68 -1.82 -0.23
H 1.77 4.65 -0.69 0.56
H 1.74 3.31 1.43 0.61
H 0.99 0.96 1.35 0.42
H 0.34 1.19 -2.73 0.56
```



No. 3
Formula: C27H26ClN3O4PSV
Source: the Open Molecules 2025 dataset
Level of theory: wB97M-V/def2-TZVPD

Calculated values
Orbital gap (spin up / spin down) ... 7.536 / 8.100 eV
Net charge ... +1
Expectation value of S² ... 0.778
HOMO (spin up / spin down) ... -11.77 / -11.76 eV
Multiplicity ... 2
LUMO (spin up / spin down) ... -4.2 / -3.7 eV

XYZ file:
```
64
Properties=species:S:1:pos:R:3:mulliken_charge:R:1
V 0.65 0.01 -0.05 0.01
N 0.29 3.18 0.02 0.08
P -0.74 2.01 -0.63 1.52
C -2.36 2.19 0.13 0.31
C -3.23 3.22 -0.22 -0.30
C -4.43 3.37 0.46 -0.84
C -4.76 2.49 1.48 -0.52
C -3.90 1.47 1.84 -0.86
C -2.70 1.31 1.16 -0.28
C -0.86 2.42 -2.37 0.47
C 0.30 2.78 -3.05 -0.52
C 0.25 2.98 -4.42 -0.80
C -0.94 2.80 -5.11 -0.49
C -2.09 2.43 -4.43 -0.81
C -2.05 2.23 -3.06 -0.47
C 1.10 2.85 1.08 0.36
C 1.79 3.85 1.77 -1.03
C 2.58 3.51 2.84 -0.42
C 2.64 2.18 3.23 -1.04
C 1.94 1.25 2.51 -0.16
N 1.19 1.55 1.42 0.74
H 0.22 4.16 -0.23 0.31
H -2.97 3.91 -1.02 0.51
H -5.11 4.17 0.19 0.42
H -5.70 2.61 2.01 0.41
H -4.16 0.79 2.64 0.45
H -2.02 0.52 1.45 0.33
H 1.24 2.88 -2.52 0.36
H 1.15 3.27 -4.95 0.44
H -0.97 2.96 -6.18 0.41
H -3.02 2.29 -4.97 0.42
H -2.96 1.94 -2.54 0.44
H 1.70 4.88 1.44 0.44
H 3.13 4.27 3.37 0.45
H 3.23 1.86 4.08 0.52
H 1.96 0.21 2.80 0.36
C -0.27 -7.56 0.38 -1.47
C 0.23 -6.17 0.65 0.88
C 0.01 -5.56 1.89 -0.92
C 0.45 -4.28 2.14 -0.70
C 1.11 -3.59 1.13 0.22
C 1.35 -4.17 -0.11 -0.10
C 0.91 -5.46 -0.34 -0.91
S 1.68 -1.97 1.48 1.39
O 2.52 -1.97 2.64 -0.65
O 0.44 -1.12 1.61 -0.60
N 2.24 -1.35 0.15 -0.28
C 3.54 -0.71 0.02 -0.43
C 3.28 0.69 -0.56 0.48
O 4.10 1.56 -0.59 -0.62
O 2.04 0.81 -1.03 -0.44
H -0.28 -8.16 1.29 0.39
H 0.35 -8.07 -0.36 0.39
H -1.29 -7.53 -0.01 0.29
H -0.51 -6.11 2.66 0.38
H 0.28 -3.82 3.10 0.49
H 1.88 -3.61 -0.87 0.47
H 1.09 -5.92 -1.30 0.40
H 4.19 -1.24 -0.68 0.38
H 4.06 -0.61 0.97 0.38
Cl 0.04 -1.04 -2.28 -0.12
C -0.92 -1.08 -0.79 -0.72
H -0.98 -2.10 -0.42 0.60
H -1.90 -0.64 -0.98 0.61
```



Here are the calculated relative energy (zero: lowest compared OMol25 entry of this formula, charge and spin) numbers, same order: 0.0000, 0.3764, 0.0000 (eV).